(1)
Entry from OMol25: a molecular structure, C9H15N3OS at a distorted geometry (wB97M-V/def2-TZVPD).

Results
HOMO level, Eh: -0.309
Total energy, eV: -26926.2895
Orbital gap, hartree: 0.321
Energy above the lowest of the compared OMol25 structures with the same formula, charge and spin, kcal per mole: 82.2

The geometry in XYZ format:
```
29
C9H15N3OS wB97M-V/def2-TZVPD
C -1.55 -3.54 1.56
C -0.80 -2.38 -0.01
C -1.56 1.62 0.20
C -0.51 2.36 -0.68
C -0.67 0.77 1.09
C 0.87 1.58 -0.60
C 0.51 0.30 0.25
C 1.52 1.20 -1.88
C 1.72 -0.28 0.81
N -0.81 -2.43 1.30
N -1.96 -4.16 0.50
N -1.48 -3.47 -0.53
O 1.59 2.54 0.18
S -0.39 -1.23 -1.15
H -1.73 -3.78 2.51
H -2.08 2.53 0.65
H -2.26 0.93 -0.19
H -0.99 2.44 -1.59
H -0.13 3.33 -0.38
H -0.29 1.48 1.72
H -1.02 -0.01 1.59
H 1.87 2.15 -2.48
H 0.90 0.61 -2.64
H 2.23 0.47 -1.80
H 1.50 -1.35 0.93
H 2.05 0.31 1.66
H 2.64 -0.26 0.21
H -1.59 -3.91 -1.44
H 2.43 2.15 0.23
```

(2)
Entry from OMol25: 2 unconnected molecules or ions with the total composition H4O2 at a distorted geometry (wB97M-V/def2-TZVPD).

Results
HOMO level, Eh: -0.418
SMILES: O.O
Total energy, eV: -4159.7009
Orbital gap, hartree: 0.454
Energy above the lowest of the compared OMol25 structures with the same formula, charge and spin, kcal per mole: 5.5

The geometry in XYZ format:
```
6
H4O2 wB97M-V/def2-TZVPD
H -0.43 -0.04 1.69
H 0.61 1.14 1.96
H -0.27 -0.01 -1.32
H 0.03 -1.06 -2.33
O -0.15 0.85 1.39
O 0.21 -0.89 -1.39
```

(3)
Entry from OMol25: a gas-phase ion, C8H17N2 (charge +1) at a distorted geometry (wB97M-V/def2-TZVPD).

Results
Total charge: +1
HOMO level (alpha / beta), Eh: -0.455 / -0.437
Total energy, eV: -11540.7487
Orbital gap (alpha / beta), hartree: 0.303 / 0.293
Energy above the lowest of the compared OMol25 structures with the same formula, charge and spin, kcal per mole: 125.6

The geometry in XYZ format:
```
27
C8H17N2 wB97M-V/def2-TZVPD
C 1.52 2.34 -0.98
C 1.12 1.11 -0.98
C -1.69 -1.08 -0.34
C -0.39 -1.78 -0.72
C 0.57 0.43 0.10
C 0.22 0.93 1.43
C -2.32 1.19 0.12
C 1.93 -1.74 -0.12
N -1.55 0.31 -0.65
N 0.60 -1.07 0.09
H 1.96 2.78 -1.84
H 1.40 2.70 0.05
H 1.08 0.53 -1.87
H -2.58 -1.46 -0.96
H -1.89 -1.27 0.68
H -0.49 -2.81 -0.43
H -0.17 -1.61 -1.81
H 1.06 1.12 2.17
H -0.55 0.28 1.80
H -0.10 2.02 1.31
H -3.27 1.36 -0.56
H -2.61 0.93 1.20
H -1.71 2.13 0.07
H 1.90 -2.87 -0.02
H 2.34 -1.47 -1.08
H 2.71 -1.47 0.49
H 0.52 -1.32 1.10
```